1.
Computed, not measured: a cluster of 9 separate species, C42H111N9O12 in total, with the ωB97M-V functional and the def2-TZVPD basis.

Positions of all 174 atoms, in Å:
C1 7.27706 -2.83228 0.08975
O1 6.96003 -3.10037 -1.25107
C2 8.05917 -2.99439 -2.15087
C3 7.53359 -3.18063 -3.56014
N1 6.45743 -2.19232 -3.80998
C4 5.65146 -2.52017 -4.98689
C5 4.40216 -1.72785 -5.06942
O2 3.51229 -2.06287 -4.01187
C6 2.27805 -1.36727 -3.99864
H1 6.40502 -2.35543 0.53744
H2 8.11181 -2.13439 0.22501
H3 7.55516 -3.70447 0.68860
H4 8.92607 -3.63694 -1.97784
H5 8.33421 -1.94035 -2.00553
H6 6.91213 -4.08669 -3.56268
H7 8.31606 -3.01058 -4.29439
H8 5.82967 -2.17430 -3.01477
H9 5.29096 -3.55279 -4.83140
H10 6.26655 -2.44814 -5.88210
H11 3.86425 -1.93414 -6.00674
H12 4.50370 -0.63599 -4.98622
H13 2.23405 -0.30466 -3.75999
H14 1.61060 -1.95808 -3.37217
H15 1.83844 -1.54714 -4.98958
C7 -4.24619 1.80477 2.80826
O3 -3.73817 3.12128 2.67960
C8 -3.09400 3.72540 3.79062
C9 -3.08793 5.22241 3.49272
N2 -4.31464 5.84321 3.92277
C10 -4.57343 5.99524 5.33605
C11 -4.75543 7.41016 5.78997
O4 -3.54679 8.17344 5.74692
C12 -2.68731 7.97912 6.87208
H16 -4.11901 1.18806 1.91786
H17 -5.32149 1.92323 2.96493
H18 -3.73184 1.32192 3.64283
H19 -2.10004 3.25458 3.84500
H20 -3.59525 3.47578 4.73192
H21 -2.88650 5.37614 2.43154
H22 -2.24375 5.75230 3.94541
H23 -5.09448 5.59264 3.33880
H24 -3.67527 5.64759 5.85954
H25 -5.38877 5.34274 5.66412
H26 -5.08728 7.51963 6.83292
H27 -5.55507 7.94154 5.26816
H28 -3.10674 8.35863 7.80504
H29 -1.78518 8.46913 6.51488
H30 -2.49845 6.90547 6.97011
C13 -1.65502 -4.09833 -9.50029
O5 -2.13508 -3.69575 -8.23351
C14 -1.23246 -2.85635 -7.55315
C15 -1.93107 -2.32209 -6.29616
N3 -1.85230 -0.86527 -6.24821
C16 -0.51181 -0.45407 -5.81814
C17 -0.28309 1.02100 -5.53081
O6 1.05574 1.39304 -5.70061
C18 1.25096 2.78627 -5.47048
H31 -1.88342 -3.31928 -10.23535
H32 -2.12614 -4.99144 -9.90419
H33 -0.57130 -4.23025 -9.53174
H34 -0.95784 -1.99113 -8.17283
H35 -0.28404 -3.40256 -7.44407
H36 -1.70209 -2.80284 -5.34018
H37 -2.95943 -2.58913 -6.55116
H38 -2.60806 -0.45149 -5.72139
H39 0.31525 -0.67775 -6.49410
H40 -0.43530 -0.98161 -4.85861
H41 -0.68607 1.26615 -4.53618
H42 -0.96404 1.61895 -6.15725
H43 0.80756 3.37354 -6.27623
H44 2.32621 2.93724 -5.44248
H45 0.80309 3.06914 -4.51585
C19 0.07344 -0.98350 -1.71365
C20 -0.80693 -1.67076 -0.68128
C21 -1.43640 -0.79243 0.39144
O7 -0.36766 -0.44264 1.26400
C22 -0.85317 0.47113 2.24229
N4 -1.87951 -2.43199 -1.33196
H46 0.23589 -1.58791 -2.60450
H47 1.05462 -0.63271 -1.37240
H48 -0.33886 -0.00393 -1.99377
H49 -0.20822 -2.46342 -0.22253
H50 -2.16119 -1.39364 0.94572
H51 -1.89622 0.08804 -0.07282
H52 -1.81785 0.27149 2.71926
H53 -0.87584 1.44341 1.74407
H54 -0.15469 0.48313 3.08021
H55 -2.63997 -1.83985 -1.65361
H56 -1.55416 -2.92965 -2.15104
C23 1.74930 2.15102 1.58891
C24 2.95993 3.00245 1.35822
C25 2.94173 4.27808 2.18012
O8 4.12553 5.03223 2.04156
C26 4.07761 6.26200 2.72286
N5 4.22277 2.28764 1.54699
H57 0.94448 2.86747 1.78971
H58 1.90890 1.39678 2.36108
H59 1.41708 1.57657 0.72104
H60 2.94693 3.28832 0.29017
H61 2.75502 4.22715 3.26548
H62 2.00989 4.80027 1.90240
H63 3.31745 6.90593 2.24850
H64 5.01130 6.78144 2.53390
H65 3.68242 6.17834 3.73948
H66 4.46518 1.59265 0.85785
H67 4.86972 3.07316 1.52692
C27 2.83134 -3.15474 -0.10943
C28 3.67214 -1.97881 0.36128
C29 4.24414 -1.18842 -0.81892
O9 4.95298 -0.03347 -0.43693
C30 5.28828 0.77148 -1.54445
N6 2.84587 -1.14876 1.24629
H68 2.36145 -3.60845 0.77073
H69 3.41200 -4.02590 -0.42481
H70 2.03832 -2.93600 -0.82520
H71 4.45431 -2.39459 1.00489
H72 3.40500 -0.83905 -1.43350
H73 4.93155 -1.88321 -1.31776
H74 4.42934 1.11518 -2.13748
H75 5.96531 0.20206 -2.18592
H76 5.71740 1.72422 -1.23287
H77 3.20614 -0.20059 1.28437
H78 1.90985 -1.09337 0.85137
C31 -4.97991 -3.71667 1.29291
C32 -3.65353 -4.41076 1.70032
C33 -3.05067 -3.78883 2.97828
O10 -1.70767 -4.25097 3.15061
C34 -0.85096 -3.98205 2.06522
N7 -3.90102 -5.83810 1.87722
H79 -4.93710 -2.62927 1.42804
H80 -5.89973 -4.09089 1.74356
H81 -5.13707 -3.81819 0.21434
H82 -2.99123 -4.21199 0.85920
H83 -3.65547 -4.18382 3.79304
H84 -2.96959 -2.70109 2.93138
H85 -0.83155 -2.92264 1.80203
H86 -0.89065 -4.66157 1.21285
H87 0.14240 -4.13402 2.49931
H88 -4.58169 -5.98298 2.61615
H89 -4.34179 -6.25428 1.06555
C35 -6.26295 -0.97499 -2.57083
C36 -5.68506 0.35917 -3.04963
C37 -4.54777 0.81651 -2.14454
O11 -4.19340 2.14795 -2.48275
C38 -3.34382 2.79906 -1.57614
N8 -5.07889 0.02638 -4.35305
H90 -6.77340 -0.82198 -1.61134
H91 -5.47822 -1.71763 -2.43024
H92 -7.02246 -1.43286 -3.20380
H93 -6.38920 1.18364 -3.19583
H94 -3.64839 0.22715 -2.34686
H95 -4.98788 0.80459 -1.14217
H96 -2.33736 2.36873 -1.66296
H97 -3.68086 2.84570 -0.53653
H98 -3.23710 3.83248 -1.91035
H99 -5.66482 0.03696 -5.18366
H100 -4.52120 0.86118 -4.56942
C39 -0.97948 -0.23281 5.94176
C40 0.45440 -0.31526 6.46936
C41 1.08627 -1.70481 6.51370
O12 0.82503 -2.31290 7.76790
C42 -0.27097 -3.23327 7.74628
N9 1.30834 0.49565 5.57126
H101 -1.68944 -0.29237 6.76327
H102 -1.11664 -0.99902 5.17623
H103 -1.04917 0.71589 5.40673
H104 0.51495 0.16929 7.44792
H105 2.17135 -1.57720 6.45842
H106 0.87285 -2.33417 5.64553
H107 -0.15923 -4.02664 8.49028
H108 -0.40262 -3.71573 6.78026
H109 -1.10171 -2.65308 8.16091
H110 2.28794 0.43285 5.84075
H111 1.21708 1.50766 5.58564

As for the gap between HOMO and LUMO: 8.974 eV. The HOMO energy comes out at -8.581 eV. The value obtained for the molecular weight is 934.40 g/mol. As for the structure (SMILES): COC[C@H](C)N.COC[C@H](C)N.COC[C@H](C)N.COC[C@H](C)N.COC[C@H](C)N.COC[C@H](C)N.COCCNCCOC.COCCNCCOC.COCCNCCOC. Its total charge is 0.

---

2.
Computed, not measured: a structure of composition C42H113AsF6FeN10O12, with the ωB97M-V functional and the def2-TZVPD basis.

Positions of all 185 atoms, in Å:
Fe1 4.42032 14.50036 -12.23409
C1 2.30800 15.00652 -15.62216
C2 2.89322 14.85966 -14.23581
O1 3.43426 13.79517 -13.88124
O2 3.06465 15.79654 -13.41066
H1 2.51192 14.13614 -16.24584
H2 2.85123 15.79136 -16.14849
H3 1.28034 15.30295 -15.41208
As1 4.26785 9.41758 -10.03318
F1 3.15310 10.79119 -10.34337
F2 2.83922 8.36610 -9.96697
F3 5.40045 7.96520 -9.84155
F4 5.64861 10.50610 -9.96363
F5 4.10190 9.70605 -8.30114
F6 4.32452 9.17753 -11.80839
C3 1.42970 19.55782 -15.22140
C4 0.52262 19.61481 -13.99101
C5 -0.68536 20.53101 -13.92350
O3 -1.14730 20.45773 -12.56373
C6 -2.46365 20.18987 -12.49174
N1 -0.02086 18.28332 -13.93621
H4 1.81597 20.53500 -15.51128
H5 0.88222 19.33433 -16.13705
H6 2.31805 18.94765 -15.05823
H7 1.15752 19.62864 -13.10512
H8 -1.37664 20.46498 -14.76365
H9 -0.31054 21.54420 -14.06851
H10 -2.77633 19.86116 -11.50063
H11 -2.72761 19.39573 -13.19013
H12 -3.02445 21.02194 -12.91748
H13 -0.88983 18.26581 -13.42174
H14 0.68124 17.73625 -13.45884
C7 6.49080 18.53355 -19.40191
C8 6.90842 18.99253 -18.04329
C9 8.42349 19.48310 -18.03936
O4 8.68973 19.82272 -16.60249
C10 9.92601 20.33916 -16.23454
N2 6.09036 20.04415 -17.42175
H15 5.42294 18.31913 -19.44422
H16 6.99345 17.60957 -19.68775
H17 6.72395 19.33723 -20.10037
H18 6.78974 18.10546 -17.42110
H19 8.64786 20.27081 -18.75858
H20 9.21503 18.77098 -18.27275
H21 10.55738 19.47432 -16.03072
H22 9.96924 20.98292 -15.35601
H23 10.42790 20.92984 -17.00091
H24 6.65240 20.32450 -16.63080
H25 5.90079 20.83215 -18.02443
C11 1.62818 13.37605 -8.92401
C12 2.94642 14.07174 -9.52646
C13 4.20411 13.51002 -8.83810
O5 5.41151 14.09254 -9.23311
C14 6.53659 13.74953 -8.43793
N3 2.93306 13.77616 -10.96992
H26 1.41829 13.66329 -7.89369
H27 1.72584 12.29193 -8.86709
H28 0.71493 13.60568 -9.47296
H29 2.80072 15.11709 -9.25423
H30 4.43571 12.44816 -8.92129
H31 4.03226 13.68009 -7.77525
H32 7.47370 14.10317 -8.86788
H33 6.74172 12.73449 -8.09777
H34 6.53231 14.36444 -7.53795
H35 2.87908 12.76792 -10.94468
H36 1.96418 13.93145 -11.20922
C15 -2.91364 15.42909 -17.06829
C16 -1.72560 16.20731 -16.63919
C17 -0.53605 16.21773 -17.60774
O6 0.04007 14.91733 -17.69001
C18 1.07235 14.80123 -18.59547
N4 -2.15368 17.44950 -16.17355
H37 -3.64105 15.24128 -16.27854
H38 -2.44898 14.49626 -17.38772
H39 -3.42794 15.87705 -17.91853
H40 -1.34893 15.81149 -15.69604
H41 0.10905 17.05732 -17.34882
H42 -0.98889 16.58766 -18.52762
H43 0.76244 14.45230 -19.58050
H44 1.62540 13.89846 -18.33619
H45 1.69098 15.69868 -18.59265
H46 -2.83408 17.49811 -15.42870
H47 -1.42216 17.78546 -15.56353
C19 3.73105 11.66266 -17.43626
C20 4.14314 10.73497 -16.21673
C21 5.59538 11.00002 -15.69240
O7 5.92969 10.34367 -14.46593
C22 6.02351 8.87183 -14.56679
N5 3.23587 10.92002 -15.11793
H48 2.65907 11.54551 -17.59514
H49 4.36097 11.49430 -18.30973
H50 3.92650 12.70914 -17.20220
H51 3.94275 9.72623 -16.57780
H52 5.61875 12.05330 -15.41283
H53 6.36625 10.76593 -16.42660
H54 6.64253 8.49843 -13.75101
H55 6.44156 8.43911 -15.47568
H56 4.99535 8.56069 -14.38189
H57 2.96907 11.87076 -14.90573
H58 3.57389 10.45577 -14.28709
C23 -0.72172 11.23983 -15.91956
C24 -1.63287 10.86532 -17.09861
C25 -3.07878 11.35268 -16.87061
O8 -3.74985 10.43839 -16.05540
C26 -4.70150 11.03944 -15.21890
N6 -0.94640 11.28917 -18.30824
H59 -0.60554 12.32357 -15.93029
H60 0.25316 10.76235 -16.01811
H61 -1.03026 10.93690 -14.91900
H62 -1.82194 9.80946 -17.29233
H63 -3.53708 11.60432 -17.82703
H64 -2.95391 12.34498 -16.43719
H65 -5.65860 10.70236 -15.61695
H66 -4.77741 12.09465 -15.48131
H67 -4.64015 10.97622 -14.13245
H68 -0.34127 12.08919 -18.19038
H69 -1.67936 11.53895 -18.95668
C27 8.53016 16.06210 -21.64272
C28 8.69632 15.35815 -20.28856
C29 7.48393 14.42313 -19.98882
O9 6.32788 15.20544 -19.59563
C30 5.09884 14.43356 -19.35041
N7 9.86646 14.42703 -20.46355
H70 9.20017 16.88140 -21.90341
H71 7.47793 16.30653 -21.78823
H72 8.67157 15.38934 -22.48859
H73 8.67634 16.12062 -19.50989
H74 7.72258 13.69843 -19.21039
H75 7.26188 13.81415 -20.86513
H76 4.31451 15.16106 -19.14146
H77 5.33305 13.83002 -18.47349
H78 4.89984 13.76668 -20.18932
H79 9.82342 13.76155 -19.70501
H80 9.86010 13.86809 -21.30476
C31 4.35594 17.47043 -9.26118
C32 4.53455 17.24019 -10.79543
C33 4.82585 18.34625 -11.82687
O10 6.28988 18.49336 -11.91493
C34 6.75827 19.40138 -12.87650
N8 5.30981 16.02769 -11.01290
H81 3.65335 18.27723 -9.05249
H82 5.28004 17.94710 -8.93419
H83 4.17934 16.52471 -8.74881
H84 3.50904 17.00209 -11.07779
H85 4.36169 19.28598 -11.52761
H86 4.56224 17.97691 -12.81792
H87 7.11692 18.88636 -13.76769
H88 7.50037 20.06277 -12.42932
H89 6.00010 20.11081 -13.20817
H90 5.52083 15.68644 -10.08601
H91 6.23615 16.40281 -11.15878
C35 7.93299 11.78174 -11.89559
C36 7.02594 13.01592 -12.08240
C37 7.16946 13.81157 -13.44815
O11 6.21541 14.84824 -13.42827
C38 6.20384 15.56106 -14.67744
N9 5.63607 12.50803 -11.98289
H92 7.60770 11.09826 -12.67990
H93 7.90495 11.26829 -10.93451
H94 8.94981 12.11046 -12.11036
H95 7.15780 13.84304 -11.38484
H96 6.94940 13.06326 -14.20952
H97 8.18742 14.16856 -13.60438
H98 5.77792 14.82806 -15.36257
H99 7.25107 15.75374 -14.91044
H100 5.56282 16.44028 -14.61284
H101 5.56366 11.90087 -12.78677
H102 5.70503 11.85370 -11.21660
C39 -0.18785 15.64597 -11.79629
C40 -1.25551 14.68489 -12.48869
C41 -0.62228 13.48556 -13.18562
O12 0.26242 12.81213 -12.34612
C42 0.73366 11.63853 -12.88137
N10 -2.02576 14.17785 -11.34402
H103 0.67152 15.74230 -12.45985
H104 0.27575 15.16855 -10.93302
H105 -0.65606 16.56885 -11.45397
H106 -1.91719 15.25251 -13.14297
H107 -0.01076 13.87701 -13.99857
H108 -1.46983 12.97125 -13.63865
H109 -0.09587 10.93432 -12.81769
H110 1.57075 11.31783 -12.26124
H111 1.27373 11.88916 -13.79439
H112 -2.91637 13.84996 -11.68955
H113 -1.63460 13.30568 -11.01782

As for the gap between HOMO and LUMO (spin up / spin down): 8.819 / 8.513 eV. The HOMO energy (spin up / spin down) comes out at -8.618 / -8.320 eV. As for the multiplicity: 5. The value obtained for the molecular weight is 1195.18 g/mol. Its total charge is 0. Its expectation value of S² is 6.0072.

---

These records have total energy values of -83324.210; -196384.619 eV, in the order they appear.